{
  "formula": "C18H29N4NaO",
  "method": "ωB97M-V with the def2-TZVPD basis set",
  "total_charge": 0,
  "de_lowest_kj_mol": 15.3,
  "homo_lumo_gap_ev": 6.450,
  "spin_multiplicity": 1,
  "e_tot_ha": -1159.8222,
  "symbols": ["Na", "N", "C", "C", "C", "N", "H", "H", "H", "H", "H", "H", "H", "H", "H", "H", "C", "C", "C", "C", "C", "C", "C", "C", "C", "C", "H", "H", "H", "H", "H", "H", "H", "C", "N", "C", "C", "O", "N", "C", "C", "H", "H", "H", "H", "H", "H", "H", "H", "H", "H", "H", "H"],
  "coordinates": [[-1.6696, -1.2888, -0.0391], [-3.4802, 0.0364, 1.1335], [-3.1250, -0.0231, 2.5756], [-3.0624, -1.4792, 3.1110], [-1.9285, -2.4184, 2.6752], [-2.2634, -3.1089, 1.3981], [-3.4925, 1.0210, 0.8171], [-4.3647, -0.4130, 0.9369], [-3.8207, 0.5578, 3.1675], [-2.1327, 0.4753, 2.6822], [-4.0032, -1.9962, 2.7577], [-3.1188, -1.4058, 4.1949], [-1.8359, -3.1429, 3.5108], [-0.9462, -1.9605, 2.5193], [-3.0881, -3.7156, 1.5031], [-1.5209, -3.7239, 1.1339], [2.8696, 1.9335, 1.0322], [1.5055, 1.9074, 0.7773], [0.8190, 0.7430, 0.6350], [1.4449, -0.5264, 0.6863], [0.6840, -1.7328, 0.4880], [1.4076, -2.8621, 0.6169], [2.8169, -2.9233, 0.8891], [3.5341, -1.7910, 0.9904], [2.8911, -0.5153, 0.8768], [3.5194, 0.7273, 1.0620], [3.3748, 2.8754, 1.1706], [0.9735, 2.8409, 0.6294], [-0.2589, 0.6783, 0.4770], [1.0021, -3.8523, 0.4391], [3.3610, -3.8658, 0.9213], [4.5940, -1.8522, 1.1339], [4.5781, 0.6434, 1.2909], [-1.5855, 2.8605, -1.0410], [-0.4562, 2.4425, -1.8908], [-0.2546, 3.2151, -3.1205], [-0.2676, 1.0622, -1.9828], [-1.1615, 0.2543, -1.5411], [0.8888, 0.5490, -2.4870], [0.9723, -0.8543, -2.8800], [2.1484, 1.2138, -2.7630], [-1.2908, 3.7616, -0.5334], [-1.7342, 2.0484, -0.3473], [-2.4432, 3.0115, -1.7011], [-1.2340, 3.4403, -3.6095], [0.2869, 2.6587, -3.8747], [0.3059, 4.1095, -2.9070], [0.0617, -1.4007, -2.7098], [1.7889, -1.3203, -2.3329], [1.2321, -0.9142, -3.9436], [2.1085, 2.2615, -2.5977], [2.4782, 0.9388, -3.8150], [2.8917, 0.8192, -2.1157]],
  "forces_ev_per_a": [[0.06, 0.00, -0.12], [0.79, 0.57, 0.13], [0.85, -0.37, -0.62], [-0.93, 0.31, -1.06], [-0.30, -0.70, 0.29], [-1.06, 0.12, 0.48], [-0.25, -0.96, 0.18], [-0.14, 0.22, 0.11], [-0.29, 0.04, 0.35], [-0.54, -0.42, -0.03], [0.59, 0.52, 0.58], [0.10, -0.17, 0.08], [0.21, 0.18, -0.42], [-0.21, 0.21, 0.10], [0.42, 0.49, 0.13], [0.73, -0.23, -0.13], [0.30, -0.64, -0.25], [-0.94, 0.97, -0.23], [-0.30, -1.16, 0.31], [1.43, 0.18, -0.06], [-0.91, 1.01, 0.12], [1.50, -1.50, 0.06], [-0.51, -0.19, -0.44], [0.21, 1.19, -0.08], [-1.95, -0.40, 0.20], [1.19, -0.40, 0.33], [0.21, 0.04, 0.05], [-0.03, 0.10, 0.25], [0.38, 0.52, 0.13], [-0.53, -0.17, 0.04], [-0.31, -0.05, 0.11], [0.54, 0.16, 0.13], [0.12, 0.40, -0.05], [0.96, -0.48, -1.23], [0.35, -0.90, -0.55], [-0.82, -0.26, -0.05], [-1.43, -1.97, 0.82], [1.50, 1.96, -1.37], [-0.64, 0.12, -0.56], [0.30, 0.11, -0.07], [-0.38, -0.62, -1.34], [-0.14, 0.50, 0.23], [-0.37, 0.06, 0.23], [-0.31, 0.08, 0.41], [0.53, 0.15, 0.52], [0.23, -0.28, 0.12], [0.00, 0.57, -0.03], [-0.25, 0.06, 0.24], [-0.05, -0.17, 0.22], [-0.09, 0.10, -0.01], [-0.11, 0.88, -0.05], [-0.43, 0.69, 1.02], [0.74, -0.46, 0.79]]
}